Entry 1:
Here is C8H10 as an isolated structure at a distorted geometry from the Open Molecules 2025 dataset. Energies are from ωB97M-V/def2-TZVPD.

Calculated values
Frontier orbital gap (Ha): 0.3637

Each line ends with the natural charge from an NBO analysis.
Element x y z (Å)
C  3.32093  0.11957  -0.09954  -0.31
C  2.00558  0.13782  -0.30456  0.00
C  0.48187  0.22731  -0.35935  -0.14
C  -0.44895  1.38301  -0.42554  -0.41
C  -1.78598  0.54190  0.00243  -0.43
C  -0.98747  -0.89927  0.25049  -0.22
C  0.17742  -0.25523  1.07771  -0.38
C  -0.26397  -1.13075  -0.89329  -0.40
H  4.41002  0.10386  0.41127  0.28
H  -0.24970  1.97819  0.60006  0.22
H  -0.40178  2.13055  -1.33335  0.24
H  -2.57882  0.44892  -0.82136  0.20
H  -2.64012  0.72454  0.76575  0.24
H  -1.69207  -1.71000  0.70085  0.20
H  0.17815  0.56029  1.97491  0.23
H  0.89651  -1.09978  1.24504  0.22
H  -0.81614  -1.12552  -1.81930  0.22
H  0.39452  -2.13540  -0.97224  0.23

=====

Entry 2:
Here is one molecule with the formula C8H10 at a distorted geometry from the Open Molecules 2025 dataset. Energies are from ωB97M-V/def2-TZVPD.

Calculated values
Frontier orbital gap (Ha): 0.3365
Structure (SMILES): CC1=C[C@@]1(C)C1C=C1

Each line ends with the natural charge from an NBO analysis.
Element x y z (Å)
C  0.13023  -0.33729  -2.67946  -0.65
C  0.22674  0.46772  -1.31221  0.01
C  1.41717  0.45182  -0.61637  -0.19
C  0.23369  0.03815  0.13813  -0.10
C  -0.35001  -1.28743  0.57021  -0.64
C  -0.08968  1.19080  1.08153  -0.22
C  -1.20482  1.16096  2.15871  -0.19
C  0.09008  1.27824  2.55560  -0.21
H  -0.49644  0.16002  -3.52007  0.23
H  -0.32349  -1.36065  -2.48068  0.22
H  1.21845  -0.50768  -2.96736  0.21
H  2.35783  0.21831  -1.14401  0.22
H  -0.36014  -2.01864  -0.30874  0.21
H  0.10069  -1.86426  1.49971  0.23
H  -1.42963  -1.09825  0.65420  0.23
H  -0.10397  2.11586  0.60119  0.19
H  -2.08467  0.68382  2.45256  0.21
H  0.66796  0.70850  3.31706  0.22

=====

Entry 3:
Here is C8H10AlO2 as an isolated structure from the Open Molecules 2025 dataset. Energies are from ωB97M-V/def2-TZVPD.

Calculated values
Frontier orbital gap (Ha): 0.3017
Charge: -1

Each line ends with the natural charge from an NBO analysis.
Element x y z (Å)
C  -2.26089  -2.19910  -0.52325  -0.25
C  -2.25372  -1.56495  0.71044  -0.21
C  -1.20442  -0.73283  1.05894  -0.26
C  -0.13480  -0.50967  0.18628  0.09
C  1.03048  0.38058  0.58469  0.04
C  0.58953  1.83676  0.97583  -0.07
O  0.91151  2.75276  -0.02275  -0.94
Al  2.38546  2.13828  -0.82838  1.49
O  2.00035  0.42858  -0.41184  -0.94
C  -0.15511  -1.14396  -1.04630  -0.24
C  -1.20608  -1.97842  -1.40087  -0.21
H  -3.08604  -2.84777  -0.79578  0.20
H  -3.07357  -1.72888  1.40647  0.19
H  -1.20155  -0.24189  2.02940  0.20
H  1.43934  -0.07638  1.50614  0.14
H  -0.48705  1.84995  1.20348  0.15
H  1.10810  2.08945  1.91924  0.13
H  2.45800  2.24852  -2.43614  -0.46
H  3.66476  2.72298  -0.01916  -0.47
H  0.67423  -0.96338  -1.72125  0.24
H  -1.19854  -2.46064  -2.37520  0.20

=====

Entry 4:
Here is C8H10B3CaIO4 as an isolated structure at a distorted geometry from the Open Molecules 2025 dataset. Energies are from ωB97M-V/def2-TZVPD.

Calculated values
Frontier orbital gap (Ha): 0.2089
Charge: +2

Each line ends with the natural charge from an NBO analysis.
Element x y z (Å)
O  -1.34590  2.32513  2.61532  -0.85
B  -1.38779  1.40875  1.64596  1.27
O  -1.56547  1.73057  0.29658  -0.92
B  -2.55652  0.91833  -0.21584  0.87
I  -4.27615  1.79619  -1.05627  0.07
O  -2.35279  -0.44412  -0.08411  -0.91
B  -1.50515  -0.79207  0.92903  1.17
C  -0.78182  -2.20450  0.90672  -0.76
C  0.54260  -2.20103  0.11794  -0.38
C  1.04783  -0.79076  -0.38404  -0.15
C  1.56136  0.13079  0.49904  -0.16
C  2.01943  1.37864  0.11521  -0.12
C  1.99410  1.74948  -1.18692  -0.15
C  1.47998  0.90033  -2.14655  -0.16
C  1.02077  -0.34052  -1.78177  -0.32
O  -1.23526  0.05744  1.95411  -0.87
H  -1.87272  3.08695  2.35254  0.52
H  -1.45363  -2.90941  0.42996  0.25
H  -0.62932  -2.58041  1.90403  0.28
H  0.41150  -2.89562  -0.72100  0.02
H  1.30757  -2.62873  0.75555  0.29
H  1.59254  -0.13398  1.54110  0.26
H  2.38883  2.04066  0.87334  0.27
H  2.36620  2.71327  -1.47813  0.26
H  1.44041  1.21743  -3.17012  0.26
H  0.62114  -0.95541  -2.61651  0.08
Ca  1.16824  -2.57739  -2.09514  1.87

=====

Copy entry 4 word for word.
Here is C8H10B3CaIO4 as an isolated structure at a distorted geometry from the Open Molecules 2025 dataset. Energies are from ωB97M-V/def2-TZVPD.

Calculated values
Frontier orbital gap (Ha): 0.2089
Charge: +2

Each line ends with the natural charge from an NBO analysis.
Element x y z (Å)
O  -1.34590  2.32513  2.61532  -0.85
B  -1.38779  1.40875  1.64596  1.27
O  -1.56547  1.73057  0.29658  -0.92
B  -2.55652  0.91833  -0.21584  0.87
I  -4.27615  1.79619  -1.05627  0.07
O  -2.35279  -0.44412  -0.08411  -0.91
B  -1.50515  -0.79207  0.92903  1.17
C  -0.78182  -2.20450  0.90672  -0.76
C  0.54260  -2.20103  0.11794  -0.38
C  1.04783  -0.79076  -0.38404  -0.15
C  1.56136  0.13079  0.49904  -0.16
C  2.01943  1.37864  0.11521  -0.12
C  1.99410  1.74948  -1.18692  -0.15
C  1.47998  0.90033  -2.14655  -0.16
C  1.02077  -0.34052  -1.78177  -0.32
O  -1.23526  0.05744  1.95411  -0.87
H  -1.87272  3.08695  2.35254  0.52
H  -1.45363  -2.90941  0.42996  0.25
H  -0.62932  -2.58041  1.90403  0.28
H  0.41150  -2.89562  -0.72100  0.02
H  1.30757  -2.62873  0.75555  0.29
H  1.59254  -0.13398  1.54110  0.26
H  2.38883  2.04066  0.87334  0.27
H  2.36620  2.71327  -1.47813  0.26
H  1.44041  1.21743  -3.17012  0.26
H  0.62114  -0.95541  -2.61651  0.08
Ca  1.16824  -2.57739  -2.09514  1.87